A cluster of 2 separate species, C5H11NO in total at a distorted geometry, computed with ωB97M-V/def2-TZVPD.

Structure (XYZ):
```
18
Properties=species:S:1:pos:R:3:nbo_charge:R:1
C -0.6341 0.7280 1.7812 -0.08
C -0.3507 0.8600 0.4823 -0.29
C 0.2810 -0.0876 3.8597 0.10
N 0.4077 0.2159 2.6269 -0.39
H -1.5313 0.9519 2.3430 0.23
H 0.7146 0.9897 0.2916 0.20
H -1.0047 0.6654 -0.3819 0.28
H 1.1188 -0.5439 4.3731 0.24
H -0.6685 0.0895 4.3448 0.23
H 1.2657 -0.0174 2.1309 0.44
C -0.6278 -0.6573 -2.4414 -0.15
O -1.3062 0.4558 -2.0455 -0.28
C 0.7272 -0.3178 -3.0452 -0.63
H -1.2049 -1.2830 -3.1374 0.26
H -0.4775 -1.3665 -1.6110 0.17
H 1.2416 -1.2106 -3.3974 0.23
H 1.3941 0.1368 -2.3113 0.20
H 0.6550 0.3911 -3.8625 0.23
```

E_LUMO (spin up / spin down) (eV): -5.422 / -5.417
F_max (hartree/bohr): 0.0287
HOMO (spin up / spin down) (eV): -14.008 / -13.483
Orbital gap (spin up / spin down) (eV): 8.585 / 8.066
Energy (Eh): -326.69192
2S+1: 2
Total charge: +1
Molar mass (g mol⁻¹): 101.15
Energy above the lowest of the compared OMol25 structures with the same formula, charge and spin (eV): 3.5965